## a
Here is a 2-piece molecular cluster, C11H14N2 overall from the OMol25 dataset. Energies are from ωB97M-V/def2-TZVPD.

```
! RIJCOSX wB97M-V def2-TZVPD def2/J DEFGRID3
* xyz 0 1
C 2.5977 -0.9728 -2.2543
C 1.7224 0.1210 -2.7847
C 0.3811 0.0194 -3.3505
N 0.0078 1.3652 -3.6605
C 1.0271 2.1887 -3.2786
N 2.0798 1.4642 -2.8151
H 3.5976 -0.6967 -2.0121
H 2.6541 -1.9320 -2.8803
H 2.1113 -1.1725 -1.3676
H -0.2985 -0.8351 -3.2942
H -0.8325 1.7128 -4.1725
H 0.9463 3.2557 -3.4256
C -0.9431 1.5346 3.6046
C -0.9838 0.2114 2.7233
C -0.8243 0.3239 1.3522
C -1.0364 -0.7687 0.5387
C -1.1903 -1.9776 1.2234
C -1.3172 -2.1788 2.5648
C -1.2386 -1.0057 3.3358
H -1.6539 2.1953 3.1644
H 0.0151 2.0434 3.5684
H -1.2688 1.3747 4.6474
H -0.5113 1.3049 1.0258
H -0.9918 -0.4383 -0.5520
H -1.1769 -2.8875 0.6676
H -1.5467 -3.0652 2.9630
H -1.3262 -1.1842 4.4689
*
```

Values from the calculation:
* frontier orbital gap: 9.191 eV
* structure (SMILES): Cc1c[nH]cn1.Cc1ccccc1
* LUMO energy: 0.8 eV

---

## b
Here is a 2-piece molecular cluster, C11H14N2 overall from the OMol25 dataset. Energies are from ωB97M-V/def2-TZVPD.

```
! RIJCOSX wB97M-V def2-TZVPD def2/J DEFGRID3
* xyz 0 1
C 0.5863 -3.8661 0.5071
C 0.3429 -3.0501 -0.7838
C -0.6996 -3.4554 -1.6670
N -0.6649 -2.5706 -2.6778
C 0.2210 -1.6050 -2.3784
N 0.8641 -1.9185 -1.2268
H 1.2584 -3.3351 1.1086
H 1.2503 -4.6739 0.2008
H -0.3293 -4.1842 1.0475
H -1.1941 -4.3586 -1.7612
H -1.3270 -2.5220 -3.5121
H 0.4177 -0.9477 -3.1595
C -0.3281 2.7600 -1.1740
C -0.2115 2.5563 0.3007
C -1.3602 2.3776 1.0921
C -1.0979 2.0954 2.4574
C 0.1483 2.2562 3.0738
C 1.2481 2.5331 2.2690
C 1.0132 2.5814 0.8450
H 0.7096 3.3662 -1.4165
H -1.1841 3.2424 -1.6109
H -0.2345 1.7903 -1.5696
H -2.4420 2.3995 0.5924
H -2.0952 1.9113 3.0339
H 0.3599 2.0455 4.1565
H 2.2443 2.8557 2.6220
H 1.9964 2.7338 0.3479
*
```

Values from the calculation:
* frontier orbital gap: 9.046 eV
* structure (SMILES): Cc1c[nH]cn1.Cc1ccccc1
* LUMO energy: 0.8 eV

---

Most stable: a (next structure +0.0164 hartree)

---

## a
Here is an isolated ion of composition C3H5O2S and charge -1 from the OMol25 dataset. Energies are from ωB97M-V/def2-TZVPD.

```
! RIJCOSX wB97M-V def2-TZVPD def2/J DEFGRID3
* xyz -1 1
O -1.3759 0.1437 -2.4251
C -1.2067 0.0894 -1.1230
O -2.1023 -0.4321 -0.2918
C 0.2756 -0.1172 -0.7608
C 0.5902 -0.5977 0.6476
S 1.7029 0.4747 1.6644
H 0.8010 -0.7715 -1.4623
H 0.5301 0.9423 -0.7463
H -0.4178 -0.4576 1.1580
H 0.7832 -1.6765 0.8463
H 0.9295 0.4283 2.7260
*
```

Values from the calculation:
* frontier orbital gap: 7.323 eV
* structure (SMILES): O=C([O-])CCS
* LUMO energy: 3.2 eV

---

## b
Here is an isolated ion of composition C3H5O2S and charge -1 from the OMol25 dataset. Energies are from ωB97M-V/def2-TZVPD.

```
! RIJCOSX wB97M-V def2-TZVPD def2/J DEFGRID3
* xyz -1 1
O -0.6989 2.7391 -0.0372
C 0.0612 1.7742 -0.2343
O 1.2333 1.7466 -0.6458
C -0.6396 0.3893 0.0021
C 0.4443 -0.6686 0.2934
S -0.0172 -2.4013 0.7633
H -1.4574 0.3419 0.7164
H -0.9815 0.0631 -0.9935
H 1.0800 -0.7509 -0.5676
H 0.9924 -0.3435 1.1794
H -0.0165 -2.8901 -0.4763
*
```

Values from the calculation:
* frontier orbital gap: 7.218 eV
* structure (SMILES): O=C([O-])CCS
* LUMO energy: 3.1 eV

---

Most stable: b (next structure +0.0434 hartree)

---

## a
Here is a 2-piece molecular cluster, C3H5O2S overall from the OMol25 dataset. Energies are from ωB97M-V/def2-TZVPD.

```
! RIJCOSX wB97M-V def2-TZVPD def2/J DEFGRID3
* xyz -1 1
C -0.7399 1.8119 -2.1463
C -0.8455 1.1202 -1.1174
C -1.0828 0.5992 0.1447
O 0.2959 -2.0548 1.0708
O 2.2740 -0.5363 1.6548
S 1.7345 -1.6536 0.7661
H -0.6009 2.1153 -3.1364
H 2.4899 -2.9781 1.2195
H -1.9565 1.2565 0.3905
H -0.2410 0.8179 0.8720
H -1.3276 -0.4981 0.2816
*
```

Values from the calculation:
* frontier orbital gap: 6.946 eV
* LUMO energy: 3.8 eV

---

## b
Here is an isolated ion of composition C3H5O2S and charge -1 from the OMol25 dataset. Energies are from ωB97M-V/def2-TZVPD.

```
! RIJCOSX wB97M-V def2-TZVPD def2/J DEFGRID3
* xyz -1 1
O -0.4301 -0.4958 2.4551
C 0.1740 -0.0043 1.4669
O 1.3684 -0.1412 1.1379
C -0.7270 0.7642 0.4639
C -1.0222 -0.0466 -0.7914
S 0.2932 0.0058 -2.0758
H -0.2557 1.7100 0.1857
H -1.6731 0.9793 0.9724
H -1.9512 0.2754 -1.2684
H -1.1613 -1.0979 -0.5561
H 0.5462 -1.3043 -2.0940
*
```

Values from the calculation:
* frontier orbital gap: 7.320 eV
* structure (SMILES): O=C([O-])CCS
* LUMO energy: 3.4 eV

---

Most stable: b (next structure +0.1317 hartree)

---

## a
Here is an isolated molecule of C4H6N2O4 from the OMol25 dataset. Energies are from ωB97M-V/def2-TZVPD.

```
! RIJCOSX wB97M-V def2-TZVPD def2/J DEFGRID3
* xyz 0 1
C -0.2087 -0.9858 1.0438
C 1.2570 -1.0347 -1.0186
C -1.8988 0.0659 -0.2929
C 0.7836 1.0834 0.1236
N -1.4935 -0.7097 0.7896
N 0.6497 -0.2838 -0.0018
O 0.2534 -1.6017 1.9963
O 2.2700 -0.5904 -1.7494
O 0.0445 1.7581 1.0463
O 1.5221 1.7119 -0.6104
H 0.7020 -1.9840 -1.3234
H -2.8834 0.3869 -0.2435
H -1.4921 0.0297 -1.2409
H -2.0808 -0.9041 1.6068
H 0.3325 2.6477 1.3217
H 2.2425 0.4106 -1.4471
*
```

Values from the calculation:
* frontier orbital gap (alpha / beta): 8.646 / 6.196 eV
* LUMO energy (alpha / beta): 0.5 / -0.3 eV

---

## b
Here is an isolated molecule of C4H6N2O4 from the OMol25 dataset. Energies are from ωB97M-V/def2-TZVPD.

```
! RIJCOSX wB97M-V def2-TZVPD def2/J DEFGRID3
* xyz 0 1
C -2.8805 -1.1086 0.6537
O -1.9361 -0.1118 0.1567
C -0.7056 -0.4836 0.3418
N -0.3079 -1.5587 0.8427
O 1.0413 -1.7070 0.8211
N 1.6638 -0.4640 0.4150
O 2.8848 -0.3977 0.4323
C 0.7541 0.3942 0.0942
O 0.7610 1.6026 -0.3671
C 1.8530 1.8267 -1.2061
H -3.0022 -1.7437 -0.2322
H -3.8193 -0.4461 0.7924
H -2.5974 -1.3585 1.7012
H 1.4459 1.4363 -2.1999
H 2.7525 1.2530 -0.9603
H 2.0926 2.8668 -1.2855
*
```

Values from the calculation:
* frontier orbital gap: 9.583 eV
* structure (SMILES): COc1no[n+]([O-])c1OC
* LUMO energy: 0.7 eV

---

Most stable: a (next structure +0.1498 hartree)

---

## a
Here is C30H33BrFeN4O2 as an isolated structure from the OMol25 dataset. Energies are from ωB97M-V/def2-TZVPD.

```
! RIJCOSX wB97M-V def2-TZVPD def2/J DEFGRID3
* xyz 0 5
Fe -1.5550 -0.4421 1.6848
C -4.1118 -2.1911 -1.9598
C -2.6732 -2.0123 -1.5281
C -1.9529 -0.9104 -2.0078
C -2.5992 0.0621 -2.9658
C -0.6270 -0.7242 -1.6296
C 0.1470 0.4797 -2.1130
C 0.0074 -1.6676 -0.8107
C 1.5023 -1.5964 -0.6027
C -0.7259 -2.7261 -0.2731
C -0.0775 -3.6801 0.6995
C -2.0615 -2.9183 -0.6621
C -2.7886 -4.1428 -0.1584
H -4.1829 -2.6650 -2.9432
H -4.6257 -1.2324 -2.0287
H -4.6779 -2.8064 -1.2647
H -3.0822 0.8911 -2.4369
H -3.3596 -0.4190 -3.5765
H -1.8689 0.4932 -3.6481
H 0.6285 0.3010 -3.0797
H 0.9272 0.7589 -1.4062
H -0.5012 1.3471 -2.2295
H 1.7922 -1.0538 0.3001
H 1.9892 -1.1069 -1.4444
H 1.9261 -2.5965 -0.5230
H 0.2919 -4.5823 0.2010
H -0.7845 -3.9896 1.4684
H 0.7529 -3.2090 1.2182
H -3.2005 -3.9823 0.8433
H -2.1126 -4.9938 -0.0876
H -3.6028 -4.4392 -0.8144
N -4.8086 -2.4300 3.0324
C -3.9264 -1.6837 2.3555
O -2.7088 -1.8375 2.5512
C -4.4024 -0.6973 1.3384
C -3.3131 0.3560 1.1333
H -4.4726 -3.0991 3.7048
H -5.7957 -2.3080 2.9026
H -5.3957 -0.3179 1.6056
H -4.5285 -1.2819 0.4239
H -3.4744 1.1912 1.8305
H -3.3751 0.7671 0.1216
Br 6.2422 3.6864 -4.4245
C 5.6540 3.6138 -2.6261
C 5.3551 4.7944 -1.9561
C 4.9294 4.7368 -0.6449
C 4.7911 3.5024 0.0088
C 5.1029 2.3233 -0.6843
C 5.5333 2.3836 -1.9976
N 4.3140 3.5328 1.3061
N 4.2446 2.3886 1.9278
C 3.1673 1.6420 2.1063
C 3.3243 0.4547 2.8720
C 2.3110 -0.4514 3.0704
C 1.0343 -0.2422 2.5206
O 0.0479 -1.0719 2.6100
C 0.8332 0.9689 1.7772
N -0.4286 1.1139 1.2807
C -0.7290 2.2012 0.5966
C 0.2086 3.2040 0.3513
C 1.4950 3.0605 0.8200
C 1.8494 1.9189 1.5555
H 5.4596 5.7454 -2.4596
H 4.6949 5.6396 -0.0965
H 5.0128 1.3683 -0.1852
H 5.7771 1.4771 -2.5347
H 4.3076 0.2744 3.2863
H 2.4795 -1.3563 3.6399
H -1.7463 2.2746 0.2353
H -0.0837 4.0794 -0.2111
H 2.2270 3.8321 0.6350
*
```

Values from the calculation:
* frontier orbital gap (alpha / beta): 6.514 / 6.901 eV
* LUMO energy (alpha / beta): 0.2 / -0.6 eV
* expectation value of S²: 6.115

---

## b
Here is C30H33BrFeN4O2 as an isolated structure from the OMol25 dataset. Energies are from ωB97M-V/def2-TZVPD.

```
! RIJCOSX wB97M-V def2-TZVPD def2/J DEFGRID3
* xyz 0 5
Fe -0.1474 -0.4020 0.5809
C 1.1513 3.6878 1.8135
C 0.6640 2.9183 0.6051
C 1.5937 2.3702 -0.2797
C 3.0722 2.6088 -0.0856
C 1.1609 1.6115 -1.3722
C 2.1788 0.9464 -2.2693
C -0.2045 1.4938 -1.6485
C -0.6587 0.8633 -2.9432
C -1.1430 2.0323 -0.7556
C -2.6198 1.8899 -1.0289
C -0.7052 2.7424 0.3709
C -1.7336 3.3620 1.2890
H 1.3173 4.7438 1.5808
H 2.0916 3.2842 2.1861
H 0.4402 3.6490 2.6357
H 3.5451 1.7987 0.4797
H 3.2633 3.5362 0.4488
H 3.5868 2.6797 -1.0423
H 2.5269 1.6205 -3.0581
H 1.7679 0.0606 -2.7489
H 3.0539 0.6302 -1.7034
H -0.8885 -0.1972 -2.8286
H 0.1008 0.9638 -3.7156
H -1.5591 1.3502 -3.3134
H -3.0050 2.7659 -1.5608
H -3.1824 1.7859 -0.1031
H -2.8260 1.0012 -1.6159
H -2.1258 2.6289 2.0016
H -2.5825 3.7425 0.7235
H -1.3282 4.1969 1.8538
N -1.3500 -0.0281 4.4305
C -0.7192 -0.0235 3.2493
O -1.3401 -0.3249 2.2147
C 0.7198 0.3741 3.1703
C 1.3316 -0.2825 1.9294
H -2.3215 -0.2885 4.4654
H -0.8570 0.1664 5.2821
H 1.2287 0.1987 4.1260
H 0.6930 1.4599 3.0288
H 1.5638 -1.3323 2.1622
H 2.2775 0.2022 1.6748
Br 3.4013 -4.5298 -9.1672
C 2.4826 -4.9270 -7.5604
C 3.0010 -5.8851 -6.6983
C 2.3255 -6.1789 -5.5318
C 1.1313 -5.5157 -5.2067
C 0.6247 -4.5530 -6.0993
C 1.2993 -4.2618 -7.2690
N 0.5378 -5.8404 -4.0098
N -0.6054 -5.2689 -3.7329
C -0.7910 -4.2657 -2.8874
C -2.1354 -3.8479 -2.6825
C -2.4830 -2.7763 -1.8985
C -1.5046 -2.0249 -1.2188
O -1.7439 -0.9695 -0.5256
C -0.1398 -2.4591 -1.3617
N 0.7557 -1.7270 -0.6440
C 2.0345 -2.0459 -0.6835
C 2.5089 -3.1106 -1.4494
C 1.6187 -3.8581 -2.1869
C 0.2501 -3.5480 -2.1691
H 3.9209 -6.3956 -6.9469
H 2.7008 -6.9275 -4.8459
H -0.3041 -4.0523 -5.8624
H 0.9109 -3.5242 -7.9576
H -2.8962 -4.4147 -3.2034
H -3.5194 -2.4836 -1.7909
H 2.6980 -1.4396 -0.0800
H 3.5641 -3.3435 -1.4525
H 1.9723 -4.6949 -2.7703
*
```

Values from the calculation:
* frontier orbital gap (alpha / beta): 6.467 / 6.879 eV
* LUMO energy (alpha / beta): 0.3 / -0.5 eV
* expectation value of S²: 6.128

---

Most stable: a (next structure +0.0105 hartree)

---

## a
Here is a 2-piece molecular cluster, C2H5FSi overall from the OMol25 dataset. Energies are from ωB97M-V/def2-TZVPD.

```
! RIJCOSX wB97M-V def2-TZVPD def2/J DEFGRID3
* xyz 0 1
C 1.6040 1.6434 0.1359
C 0.5574 0.9979 0.5195
F -0.0738 1.2228 1.6755
Si -2.7163 -3.0330 -0.5233
H 2.1058 1.4699 -0.8136
H 2.0272 2.3447 0.6296
H 0.0584 0.2445 -0.0987
H -2.3884 -1.8645 -1.5876
H -1.1744 -3.0257 0.0627
*
```

Values from the calculation:
* frontier orbital gap: 7.862 eV
* LUMO energy: -1.2 eV

---

## b
Here is C2H5FSi as an isolated structure from the OMol25 dataset. Energies are from ωB97M-V/def2-TZVPD.

```
! RIJCOSX wB97M-V def2-TZVPD def2/J DEFGRID3
* xyz 0 1
C 0.8273 0.2330 1.5620
C 0.8581 0.3153 0.2354
F 2.0106 0.5530 -0.4270
Si -1.0801 -0.1549 -1.2922
H -0.0511 0.0393 2.0375
H 1.5967 0.3580 2.2409
H -1.8769 0.8185 -1.9947
H -0.7140 -1.3356 -2.3421
H -1.5706 -0.8267 -0.0198
*
```

Values from the calculation:
* frontier orbital gap: 9.639 eV
* LUMO energy: 0.0 eV

---

Most stable: b (next structure +0.0154 hartree)